# 1
C2H9NOS | wB97M-V/def2-TZVPD

Output
**LUMO energy**: 0.9 eV
**Kohn-Sham gap**: 0.36677 hartree
**SMILES string**: NCO.CS
**Net charge**: 0

Bonds (Å) are listed after each position.
Element x y z (Å)
1 N -1.04855 0.31979 -2.01174  C2 1.423, H4 1.021, H5 1.017
2 C -2.15246 0.43631 -1.12120  N1 1.423, O3 1.426, H6 1.111, H7 1.098
3 O -2.03385 1.37487 -0.05461  C2 1.426, H8 0.962
4 H -0.18944 0.31045 -1.45961  N1 1.021
5 H -0.93225 1.16772 -2.56104  N1 1.017
6 H -2.35437 -0.52186 -0.59545  C2 1.111
7 H -3.00422 0.60377 -1.79400  C2 1.098
8 H -2.82479 1.85582 0.20883  O3 0.962
9 C 2.53570 -0.80216 2.10180  S10 1.889, H11 1.088, H12 1.084, H13 1.095
10 S 2.11593 -0.67372 0.26494  C9 1.889, H14 1.370
11 H 3.60895 -0.62351 2.12625  C9 1.088
12 H 1.88411 -1.59810 2.44375  C9 1.084
13 H 2.16939 0.15870 2.47948  C9 1.095
14 H 2.22584 -2.00808 -0.02741  S10 1.370

These are the Löwdin partial charges, in e, on atoms 1 to 5: atom 1 (N): 0.02, atom 2 (C): -0.38, atom 3 (O): -0.08, atom 4 (H): 0.03, atom 5 (H): 0.07

# 2
C40H94BN5 | wB97M-V/def2-TZVPD

Output
**LUMO energy**: -8.0 eV
**Kohn-Sham gap**: 0.37306 hartree
**Net charge**: +4

Bonds (Å) are listed after each position.
Element x y z (Å)
1 B 19.39338 25.58881 -5.36659  H2 1.079, H3 1.079, H4 1.079, H5 1.079
2 H 19.69986 25.43632 -4.34333  B1 1.079
3 H 20.26837 25.49326 -5.99070  B1 1.079
4 H 18.61784 24.88283 -5.62030  B1 1.079
5 H 19.06174 26.61348 -5.43225  B1 1.079
6 C 19.63104 27.02293 0.25364  C7 1.516, H15 1.090, H16 1.090, H17 1.090
7 C 20.14602 27.13607 -1.16823  C6 1.516, C8 1.651, H18 1.090, H19 1.090
8 C 20.99834 28.52604 -1.42919  C7 1.651, N9 1.532, H20 1.090, H21 1.090
9 N 21.54486 28.58554 -2.85951  C8 1.532, C10 1.560, C11 1.573, C14 1.544
10 C 20.41882 28.96427 -3.87121  N9 1.560, H22 1.090, H23 1.090, H24 1.090
11 C 22.31762 27.31186 -3.36544  N9 1.573, C12 1.547, H25 1.090, H26 1.090
12 C 23.44603 27.79992 -4.30448  C11 1.547, C13 1.532, H27 1.090, H28 1.090
13 C 23.55102 29.31901 -4.13996  C12 1.532, C14 1.580, H29 1.090, H30 1.090
14 C 22.61123 29.70066 -2.92879  N9 1.544, C13 1.580, H31 1.090, H32 1.090
15 H 19.23640 27.94158 0.68773  C6 1.090
16 H 20.45735 26.93815 0.95942  C6 1.090
17 H 18.91678 26.22231 0.44583  C6 1.090
18 H 19.32744 27.10657 -1.88737  C7 1.090
19 H 20.74893 26.29166 -1.50226  C7 1.090
20 H 21.87365 28.48936 -0.78067  C8 1.090
21 H 20.42728 29.43388 -1.23473  C8 1.090
22 H 20.00370 29.85134 -3.39280  C10 1.090
23 H 19.67551 28.17409 -3.76542  C10 1.090
24 H 20.79432 29.14801 -4.87786  C10 1.090
25 H 21.55231 26.69905 -3.84175  C11 1.090
26 H 22.67853 26.76918 -2.49174  C11 1.090
27 H 23.42954 27.41901 -5.32562  C12 1.090
28 H 24.37408 27.30254 -4.02264  C12 1.090
29 H 23.22672 29.85788 -5.03021  C13 1.090
30 H 24.54900 29.60159 -3.80485  C13 1.090
31 H 22.18921 30.70561 -2.92076  C14 1.090
32 H 23.07176 29.58612 -1.94751  C14 1.090
33 C 16.81746 29.47285 -9.27970  C34 1.585, H42 1.090, H43 1.090, H44 1.090
34 C 18.00163 28.49503 -9.67296  C33 1.585, C35 1.542, H45 1.090, H46 1.090
35 C 18.99729 28.31347 -8.50956  C34 1.542, N36 1.605, H47 1.090, H48 1.090
36 N 20.26139 27.34704 -8.71672  C35 1.605, C37 1.553, C38 1.554, C41 1.582
37 C 19.86292 25.85294 -8.85803  N36 1.553, H49 1.090, H50 1.090, H51 1.090
38 C 21.14496 27.75731 -9.92798  N36 1.554, C39 1.557, H52 1.090, H53 1.090
39 C 21.97315 28.97420 -9.42185  C38 1.557, C40 1.513, H54 1.090, H55 1.090
40 C 22.17668 28.76892 -7.93658  C39 1.513, C41 1.484, H56 1.090, H57 1.090
41 C 21.27092 27.66218 -7.53978  N36 1.582, C40 1.484, H58 1.090, H59 1.090
42 H 16.18730 29.02788 -8.50963  C33 1.090
43 H 16.17167 29.64434 -10.14089  C33 1.090
44 H 17.21153 30.42604 -8.92724  C33 1.090
45 H 18.67596 28.95899 -10.39277  C34 1.090
46 H 17.39200 27.69478 -10.09254  C34 1.090
47 H 18.50962 27.96877 -7.59771  C35 1.090
48 H 19.35845 29.30142 -8.22386  C35 1.090
49 H 19.31236 25.77156 -9.79524  C37 1.090
50 H 19.25295 25.61207 -7.98739  C37 1.090
51 H 20.71364 25.18979 -8.70117  C37 1.090
52 H 21.81480 26.92569 -10.14670  C38 1.090
53 H 20.60889 27.99432 -10.84698  C38 1.090
54 H 22.86195 29.14903 -10.02812  C39 1.090
55 H 21.42234 29.91322 -9.47605  C39 1.090
56 H 23.19874 28.46526 -7.71014  C40 1.090
57 H 21.78672 29.56428 -7.30142  C40 1.090
58 H 21.85890 26.80110 -7.22210  C41 1.090
59 H 20.66462 27.89405 -6.66415  C41 1.090
60 C 15.03469 30.97007 -4.90408  C61 1.531, H69 1.090, H70 1.090, H71 1.090
61 C 15.20210 29.50197 -4.50211  C60 1.531, C62 1.587, H72 1.090, H73 1.090
62 C 14.34455 28.48805 -5.37150  C61 1.587, N63 1.621, H74 1.090, H75 1.090
63 N 14.64358 26.95473 -4.93811  C62 1.621, C64 1.514, C65 1.560, C68 1.561
64 C 16.06187 26.56396 -5.29539  N63 1.514, H76 1.090, H77 1.090, H78 1.090
65 C 13.66232 26.10832 -5.80631  N63 1.560, C66 1.506, H79 1.090, H80 1.090
66 C 13.33523 24.88047 -4.99732  C65 1.506, C67 1.521, H81 1.090, H82 1.090
67 C 13.46751 25.30908 -3.54429  C66 1.521, C68 1.549, H83 1.090, H84 1.090
68 C 14.19676 26.67340 -3.46893  N63 1.561, C67 1.549, H85 1.090, H86 1.090
69 H 15.50755 31.14725 -5.87006  C60 1.090
70 H 15.49617 31.58321 -4.13000  C60 1.090
71 H 13.94932 31.06971 -4.89189  C60 1.090
72 H 15.06587 29.31760 -3.43649  C61 1.090
73 H 16.24785 29.33023 -4.75712  C61 1.090
74 H 14.57037 28.40277 -6.43443  C62 1.090
75 H 13.28361 28.56146 -5.13253  C62 1.090
76 H 16.69231 27.22664 -4.70251  C64 1.090
77 H 16.27711 26.50818 -6.36247  C64 1.090
78 H 16.31143 25.58188 -4.89373  C64 1.090
79 H 14.13496 25.91710 -6.76971  C65 1.090
80 H 12.82179 26.77158 -6.01051  C65 1.090
81 H 14.05007 24.10891 -5.28333  C66 1.090
82 H 12.36353 24.40750 -5.13944  C66 1.090
83 H 14.09456 24.58259 -3.02745  C67 1.090
84 H 12.53060 25.24165 -2.99134  C67 1.090
85 H 15.07771 26.68260 -2.82710  C68 1.090
86 H 13.52057 27.43443 -3.07944  C68 1.090
87 C 17.91176 23.86603 -2.36749  C88 1.484, H96 1.090, H97 1.090, H98 1.090
88 C 17.06661 24.14021 -1.17929  C87 1.484, C89 1.538, H99 1.090, H100 1.090
89 C 17.06967 22.94828 -0.20770  C88 1.538, N90 1.590, H101 1.090, H102 1.090
90 N 16.01810 23.13012 0.97159  C89 1.590, C91 1.499, C92 1.583, C95 1.513
91 C 14.59588 23.35107 0.55132  N90 1.499, H103 1.090, H104 1.090, H105 1.090
92 C 16.44370 24.29288 1.95744  N90 1.583, C93 1.468, H106 1.090, H107 1.090
93 C 16.63185 23.78607 3.32272  C92 1.468, C94 1.549, H108 1.090, H109 1.090
94 C 15.79646 22.48198 3.36091  C93 1.549, C95 1.556, H110 1.090, H111 1.090
95 C 16.09625 21.95900 1.92674  N90 1.513, C94 1.556, H112 1.090, H113 1.090
96 H 18.80828 23.35944 -2.01012  C87 1.090
97 H 18.18537 24.79918 -2.85991  C87 1.090
98 H 17.31765 23.26144 -3.05277  C87 1.090
99 H 16.04320 24.42610 -1.42219  C88 1.090
100 H 17.47651 24.99933 -0.64826  C88 1.090
101 H 18.05189 22.82441 0.24836  C89 1.090
102 H 16.65471 22.00546 -0.56406  C89 1.090
103 H 13.83954 22.97434 1.23989  C91 1.090
104 H 14.27167 22.86567 -0.36921  C91 1.090
105 H 14.41098 24.41357 0.39320  C91 1.090
106 H 15.61858 25.00170 1.88777  C92 1.090
107 H 17.35459 24.78183 1.61201  C92 1.090
108 H 16.34005 24.63992 3.93420  C93 1.090
109 H 17.68950 23.58830 3.49697  C93 1.090
110 H 14.73129 22.62769 3.54058  C94 1.090
111 H 16.30626 21.83656 4.07619  C94 1.090
112 H 15.43250 21.17957 1.55254  C95 1.090
113 H 17.08925 21.54663 1.74787  C95 1.090
114 C 17.30668 21.44575 -10.94265  C115 1.576, H123 1.090, H124 1.090, H125 1.090
115 C 17.68643 22.06952 -9.54557  C114 1.576, C116 1.506, H126 1.090, H127 1.090
116 C 17.67232 21.12015 -8.37622  C115 1.506, N117 1.577, H128 1.090, H129 1.090
117 N 18.02155 21.70309 -6.95271  C116 1.577, C118 1.564, C119 1.525, C122 1.541
118 C 16.97719 22.80993 -6.59204  N117 1.564, H130 1.090, H131 1.090, H132 1.090
119 C 18.09372 20.62070 -5.88071  N117 1.525, C120 1.579, H133 1.090, H134 1.090
120 C 19.13444 21.10666 -4.79661  C119 1.579, C121 1.566, H135 1.090, H136 1.090
121 C 20.07033 22.13984 -5.50943  C120 1.566, C122 1.520, H137 1.090, H138 1.090
122 C 19.46100 22.25019 -6.89778  N117 1.541, C121 1.520, H139 1.090, H140 1.090
123 H 17.55413 22.08224 -11.79221  C114 1.090
124 H 16.26294 21.14039 -11.01649  C114 1.090
125 H 17.74825 20.47633 -11.17363  C114 1.090
126 H 17.07986 22.96876 -9.43811  C115 1.090
127 H 18.72058 22.41032 -9.59538  C115 1.090
128 H 18.25093 20.23476 -8.63965  C116 1.090
129 H 16.73759 20.58718 -8.20205  C116 1.090
130 H 16.04002 22.29161 -6.38917  C118 1.090
131 H 16.91245 23.56891 -7.37170  C118 1.090
132 H 17.31855 23.33282 -5.69864  C118 1.090
133 H 17.11036 20.36042 -5.48911  C119 1.090
134 H 18.54501 19.73996 -6.33758  C119 1.090
135 H 18.64562 21.58885 -3.95006  C120 1.090
136 H 19.76355 20.27296 -4.48473  C120 1.090
137 H 19.89691 23.09100 -5.00612  C121 1.090
138 H 21.15049 21.99652 -5.53794  C121 1.090
139 H 19.35504 23.25107 -7.31625  C122 1.090
140 H 20.01336 21.57839 -7.55480  C122 1.090

These are the Löwdin partial charges, in e, on atoms 1 to 5: atom 1 (B): -0.47, atom 2 (H): -0.07, atom 3 (H): -0.05, atom 4 (H): -0.07, atom 5 (H): -0.07

# 3
C2H7N2O6S2 | wB97M-V/def2-TZVPD

Output
**LUMO energy**: 3.2 eV
**Kohn-Sham gap**: 0.31354 hartree
**Net charge**: -1

Bonds (Å) are listed after each position.
Element x y z (Å)
1 C 0.23900 -1.14163 1.91654  C2 1.524, N3 1.410, H13 1.185, H14 1.015
2 C 0.52086 0.09274 1.06751  C1 1.524, N4 1.264, S12 1.813
3 N -1.04750 -1.60607 1.57364  C1 1.410, H15 1.042, H16 0.942
4 N 1.67430 0.38860 0.64429  C2 1.264, H17 1.037
5 O 1.61800 0.68382 -2.50744  S11 1.643, H19 0.989
6 O -1.54556 1.39479 1.85271  S12 1.446
7 O -0.46966 0.12539 -3.28013  S11 1.568, H18 1.007
8 O 0.30654 -1.15764 -1.41903  S11 1.449
9 O -0.24785 2.38865 0.03852  S12 1.463
10 O -1.66431 0.47012 -0.42756  S12 1.491
11 S 0.18256 0.21788 -1.85748  O5 1.643, O7 1.568, O8 1.449
12 S -0.85238 1.18122 0.60175  C2 1.813, O6 1.446, O9 1.463, O10 1.491
13 H 0.97825 -1.98528 1.53465  C1 1.185
14 H 0.27104 -0.94713 2.91266  C1 1.015
15 H -1.76123 -0.86310 1.73261  N3 1.042
16 H -1.13307 -1.84798 0.66742  N3 0.942
17 H 1.81772 1.29914 0.16828  N4 1.037
18 H -1.02321 0.94028 -3.49093  O7 1.007
19 H 2.13650 0.36619 -1.72800  O5 0.989

These are the Löwdin partial charges, in e, on atoms 1 to 5: atom 1 (C): -0.24, atom 2 (C): -0.43, atom 3 (N): -0.01, atom 4 (N): 0.08, atom 5 (O): -0.28

> Which value of net charge does entry 3 give?

-1

> Which of these has the lowest net charge?

C2H7N2O6S2

Repeat the third record exactly.
C2H7N2O6S2 | wB97M-V/def2-TZVPD

Output
**LUMO energy**: 3.2 eV
**Kohn-Sham gap**: 0.31354 hartree
**Net charge**: -1

Bonds (Å) are listed after each position.
Element x y z (Å)
1 C 0.23900 -1.14163 1.91654  C2 1.524, N3 1.410, H13 1.185, H14 1.015
2 C 0.52086 0.09274 1.06751  C1 1.524, N4 1.264, S12 1.813
3 N -1.04750 -1.60607 1.57364  C1 1.410, H15 1.042, H16 0.942
4 N 1.67430 0.38860 0.64429  C2 1.264, H17 1.037
5 O 1.61800 0.68382 -2.50744  S11 1.643, H19 0.989
6 O -1.54556 1.39479 1.85271  S12 1.446
7 O -0.46966 0.12539 -3.28013  S11 1.568, H18 1.007
8 O 0.30654 -1.15764 -1.41903  S11 1.449
9 O -0.24785 2.38865 0.03852  S12 1.463
10 O -1.66431 0.47012 -0.42756  S12 1.491
11 S 0.18256 0.21788 -1.85748  O5 1.643, O7 1.568, O8 1.449
12 S -0.85238 1.18122 0.60175  C2 1.813, O6 1.446, O9 1.463, O10 1.491
13 H 0.97825 -1.98528 1.53465  C1 1.185
14 H 0.27104 -0.94713 2.91266  C1 1.015
15 H -1.76123 -0.86310 1.73261  N3 1.042
16 H -1.13307 -1.84798 0.66742  N3 0.942
17 H 1.81772 1.29914 0.16828  N4 1.037
18 H -1.02321 0.94028 -3.49093  O7 1.007
19 H 2.13650 0.36619 -1.72800  O5 0.989

These are the Löwdin partial charges, in e, on atoms 1 to 5: atom 1 (C): -0.24, atom 2 (C): -0.43, atom 3 (N): -0.01, atom 4 (N): 0.08, atom 5 (O): -0.28

> The lowest LUMO energy belongs to which entry?

C40H94BN5